Model A:
The following is a DFT calculation (the ωB97M-V functional and the def2-TZVPD basis) of the ion C5H9FN with charge +1.

Output
**Total charge**: +1
**Structure (SMILES)**: F[C@]12C[NH2+]C[C@H]1C2
**HOMO**: -14.91 eV
**Molar mass**: 102.13 g mol⁻¹
**E_LUMO**: -0.131 Ha
**Orbital gap**: 0.4171 Ha

Geometry (Å):
F (0.37066, -2.35315, -0.66232)
N (-0.52156, 0.28974, 1.38157)
C (-0.83494, 0.98991, 0.08362)
C (0.35688, -0.99408, -0.54665)
C (0.79571, -0.05489, -1.58880)
C (0.70530, -0.53435, 1.24608)
C (-0.57546, 0.04317, -1.04225)
H (1.62413, 0.14654, 0.95142)
H (-1.27146, -0.25259, 1.75302)
H (-0.50432, 1.03651, 2.10550)
H (-0.02037, 1.88867, 0.18517)
H (1.45903, 0.65923, -1.41311)
H (1.03201, -1.40563, 1.80253)
H (-1.90410, 1.32141, -0.04450)
H (-1.46394, -0.36525, -1.48608)
H (0.75241, -0.41525, -2.72520)



Model B:
The following is a DFT calculation (the ωB97M-V functional and the def2-TZVPD basis) of the ion C5H9FN with charge +1.

Output
**Total charge**: +1
**HOMO**: -13.98 eV
**Molar mass**: 102.13 g mol⁻¹
**E_LUMO**: -0.134 Ha
**Orbital gap**: 0.3794 Ha

Geometry (Å):
F (2.06841, 0.55834, -1.88024)
N (-0.58960, -1.17284, -0.43272)
C (0.82431, -1.31825, 0.00687)
C (1.24663, 0.69759, -0.84735)
C (-0.91733, 0.12556, 0.25951)
C (-0.14050, 1.12451, -0.60662)
C (1.07055, 1.78166, 0.10066)
H (-0.54302, 0.11641, 1.28243)
H (1.15215, 1.49399, 1.09157)
H (1.44615, -2.17585, -0.39893)
H (-1.22348, -1.95124, -0.08443)
H (0.97128, -1.10788, 1.09972)
H (-0.59030, -1.21975, -1.43218)
H (1.63196, 2.65399, -0.28072)
H (-0.76864, 1.77811, -1.14530)
H (-1.94464, 0.53219, 0.35029)



Model C:
The following is a DFT calculation (the ωB97M-V functional and the def2-TZVPD basis) of a cluster of 2 separate species, C5H9FN in total.

Output
**Total charge**: +1
**HOMO**: -13.34 eV
**Molar mass**: 102.13 g mol⁻¹
**E_LUMO**: -0.181 Ha
**Orbital gap**: 0.3091 Ha

Geometry (Å):
F (-0.04191, -0.83544, -1.36158)
N (1.09634, 1.78598, 0.41546)
C (-1.01821, 1.52343, 1.99144)
C (-0.07017, 1.43613, 0.88609)
C (0.24388, -2.16180, -1.27598)
C (1.16713, -2.71170, -2.00190)
C (-1.39622, 0.97804, 0.61310)
H (-1.46331, 2.39046, 2.65271)
H (1.37325, -3.81046, -1.96011)
H (1.71529, 2.50369, 0.82458)
H (-1.71675, -0.09035, 0.50588)
H (-0.72790, 0.83054, 2.65612)
H (1.37522, 1.39186, -0.51196)
H (-1.93910, 1.70968, -0.13083)
H (1.67658, -2.20269, -2.80570)
H (-0.27413, -2.73738, -0.49733)



model C ends up most stable, edging out the next structure by 0.0072 hartree.



Model A:
The following is a DFT calculation (the ωB97M-V functional and the def2-TZVPD basis) of the molecule CH5NSi2.

Output
**Structure (SMILES)**: N#C[SiH2][SiH3]
**HOMO**: -10.54 eV
**Molar mass**: 87.23 g mol⁻¹
**E_LUMO**: 0.004 Ha
**Orbital gap**: 0.3917 Ha

Geometry (Å):
Si (-1.24334, 0.80408, 0.10282)
Si (0.27573, -0.97195, 0.19759)
N (2.88643, 0.72645, -0.02505)
C (1.88237, -0.03909, 0.09678)
H (-0.70006, 2.00662, 0.92284)
H (-2.66958, 0.16093, 0.03618)
H (-0.17232, -1.69967, -1.03804)
H (0.51584, -2.27111, 0.92998)
H (-0.77507, 1.28374, -1.22308)



Model B:
The following is a DFT calculation (the ωB97M-V functional and the def2-TZVPD basis) of a cluster of 2 separate species, CH5NSi2 in total.

Output
**HOMO (spin up / spin down)**: -6.19 / -5.51 eV
**Molar mass**: 87.23 g mol⁻¹
**E_LUMO (spin up / spin down)**: -0.069 / -0.090 Ha
**Orbital gap (spin up / spin down)**: 0.1582 / 0.1121 Ha

Geometry (Å):
Si (-2.55485, 0.08375, -0.09546)
Si (2.96165, 0.13817, -0.05756)
N (0.02672, 0.22065, -0.19842)
C (1.16693, 0.20520, -0.31714)
H (-3.24835, -0.63153, -1.09201)
H (-2.51507, -0.41208, 1.27164)
H (3.71004, -0.67264, -0.90072)
H (-2.53051, 1.54690, 0.14337)
H (2.98344, -0.47842, 1.24628)



Model C:
The following is a DFT calculation (the ωB97M-V functional and the def2-TZVPD basis) of the molecule CH5NSi2.

Output
**Structure (SMILES)**: N#C[SiH2][SiH3]
**HOMO**: -10.72 eV
**Molar mass**: 87.23 g mol⁻¹
**E_LUMO**: 0.010 Ha
**Orbital gap**: 0.4045 Ha

Geometry (Å):
Si (1.42359, 0.52752, -0.39641)
Si (-0.46095, -0.34181, 0.78975)
N (-2.53584, -0.48049, -1.47031)
C (-1.81958, -0.40073, -0.46803)
H (2.47185, -0.56137, -0.38831)
H (-1.14602, 0.50392, 1.64445)
H (1.04994, 0.59154, -1.82208)
H (1.70361, 1.70550, 0.52389)
H (-0.68659, -1.54409, 1.58706)



model C ends up most stable, edging out the next structure by 0.0170 hartree.